DFT (ωB97M-V/def2-TZVPD) results for 2 unconnected molecules or ions with the total composition C5H13N2O in a non-equilibrium geometry.

Structure (XYZ):
```
21
Properties=species:S:1:pos:R:3
N -1.23436 -2.57944 -0.05879
C 2.23111 -1.06753 -0.28992
C 1.54347 0.28943 -0.16162
N 0.20169 0.16704 0.11379
C -1.79431 1.03727 1.08495
C -0.46770 1.32065 0.35660
C -0.66486 2.05331 -1.07441
O 0.26252 2.36233 -1.71952
H 1.87091 -1.66097 -1.12174
H -1.06998 -3.46140 0.40242
H -1.49721 -2.74940 -1.01496
H 3.31044 -1.05295 -0.44022
H 2.03733 -1.63987 0.61814
H 1.74551 1.04544 -0.93157
H 1.89882 0.66223 0.81624
H -0.48001 -1.94574 0.11322
H -1.56302 0.43342 1.95938
H -2.33285 1.91082 1.38311
H -2.46087 0.50336 0.40600
H 0.15647 2.03499 0.89964
H -1.69311 2.33702 -1.34076
```

Values from the calculation:
F_max: 0.0483 Eh/bohr
charge: +1
Kohn-Sham gap: 4.849 eV
ΔE to the lowest compared entry with this formula, charge and spin: 127.9 kcal per mole

These are the Löwdin partial charges, in e, on atoms 1 to 8: number 1, N, carries 0.0315; number 2, C, carries -0.0502; number 3, C, carries -0.2100; number 4, N, carries 0.2067; number 5, C, carries -0.0078; number 6, C, carries -0.3171; number 7, C, carries -0.0638; number 8, O, carries 0.1898